No. 1
113
Properties=species:S:1:pos:R:3:forces:R:3:mulliken_charge:R:1 method="wB97M-V/def2-TZVPD" homo_lumo_gap_ev=9.5 homo_ev=-11.17 charge=+1 lumo_ev=-1.7142
Al -0.52206 0.45572 -0.30482 0.18 -0.12 -0.23 0.5475
C -4.68137 -2.51361 0.29629 0.11 -0.08 -0.11 -1.4539
C -4.05890 -1.33156 -0.36349 -0.07 0.16 0.00 0.3652
C -4.67265 -0.23092 -0.91430 0.08 0.02 0.04 -1.1745
C -3.65412 0.63292 -1.32213 -0.04 -0.31 0.08 -0.3693
N -2.45296 0.09529 -0.99095 -0.13 -0.01 0.13 0.8638
N -2.73777 -1.14365 -0.45765 -0.23 -0.11 -0.21 0.0945
B -1.68982 -2.20802 -0.11542 -0.12 -0.06 0.05 -0.9406
N -1.15966 -1.84400 1.26552 -0.05 -0.35 0.30 0.6239
N -1.09151 -0.52964 1.60341 -0.02 0.00 -0.04 0.2227
C -0.98488 -0.49690 2.94634 -0.08 -0.09 0.05 -0.5241
C -0.97558 -1.80563 3.44313 0.09 0.01 -0.03 -1.3994
C -1.09328 -2.63079 2.34928 0.07 0.05 0.19 0.4759
C -1.13254 -4.12080 2.32581 -0.10 0.12 -0.16 -1.4430
C -0.98565 0.74125 3.80330 0.02 0.23 -0.03 2.7134
C -1.01023 0.37664 5.29023 -0.01 -0.04 -0.05 -2.5165
C -2.24919 1.55220 3.47872 0.15 -0.09 -0.07 -1.0192
C 0.28755 1.55424 3.53856 -0.12 -0.10 0.05 -0.9489
N -0.59839 -2.24724 -1.18218 -0.08 0.16 -0.12 0.4761
N -0.15650 -1.10655 -1.80301 0.35 -0.49 -0.54 0.3061
C 0.57988 -1.54249 -2.87153 -0.30 -0.46 0.55 -0.3148
C 0.64063 -2.93900 -2.83753 0.02 0.01 0.00 -1.0633
C -0.12507 -3.34644 -1.77767 0.10 -0.21 -0.03 0.5412
C -0.42217 -4.75389 -1.37991 -0.11 0.08 0.05 -1.7059
C 1.21953 -0.79552 -4.02122 0.11 0.18 0.21 2.6640
C 1.52078 -1.78935 -5.15133 0.18 0.06 0.00 -2.2598
C 0.22672 0.23294 -4.60857 0.12 0.12 0.02 -0.2783
C 2.54822 -0.19055 -3.53708 -0.20 0.07 -0.14 -1.3683
C -3.98270 1.87468 -2.11893 0.01 0.17 0.03 2.4789
C -4.85195 2.79056 -1.24149 0.07 -0.04 -0.01 -1.7180
C -4.78211 1.44927 -3.36169 0.03 -0.04 0.07 -1.8599
C -2.74816 2.62027 -2.58922 -0.02 -0.07 -0.11 -1.5850
H -5.75293 -2.35611 0.38868 -0.01 0.02 0.02 0.4684
H -4.51578 -3.42677 -0.27608 0.00 -0.01 0.02 0.2571
H -4.25534 -2.65242 1.29078 -0.06 -0.05 0.01 0.2066
H -5.73302 -0.07874 -1.01155 0.00 0.02 -0.05 0.6481
H -2.20217 -3.28132 -0.07092 -0.06 0.00 0.04 -0.0439
H -0.90564 -2.12308 4.46802 -0.02 0.06 0.03 0.7112
H -0.87036 -4.49910 3.31111 0.01 -0.04 -0.01 0.4982
H -2.12831 -4.48777 2.07096 0.01 -0.04 -0.03 0.2415
H -0.43073 -4.52188 1.59386 0.02 -0.05 0.10 0.1513
H -1.92091 -0.15694 5.56594 -0.01 0.00 -0.01 0.4796
H -0.15132 -0.23769 5.56613 0.01 0.02 0.01 0.4426
H -0.96489 1.29339 5.87929 -0.02 0.01 0.01 0.4160
H -3.14133 1.02071 3.81428 0.00 -0.02 0.01 0.4564
H -2.21518 2.52219 3.97658 -0.02 0.00 0.04 0.3774
H -2.32969 1.70754 2.40755 -0.09 0.00 0.09 -0.1699
H 1.12614 1.10768 4.07723 0.01 -0.05 -0.02 0.6112
H 0.52396 1.58163 2.48138 0.12 0.00 -0.01 -0.5116
H 0.16307 2.58162 3.87998 0.07 -0.01 0.06 0.4178
H 1.16102 -3.59481 -3.51247 -0.10 0.04 0.00 0.5746
H -1.16828 -5.17399 -2.05607 -0.03 -0.06 0.07 0.3658
H 0.47965 -5.35861 -1.46436 0.02 0.00 -0.02 0.3780
H -0.80247 -4.82440 -0.36510 0.00 -0.08 -0.10 0.2229
H 0.61833 -2.32578 -5.44581 0.04 0.00 -0.05 0.5152
H 1.89317 -1.24480 -6.02156 0.03 0.01 -0.01 0.4066
H 2.28352 -2.51253 -4.86349 0.04 0.03 -0.10 0.4074
H -0.32168 -0.24228 -5.42858 -0.14 -0.07 0.15 0.5517
H -0.48756 0.52424 -3.84944 -0.13 0.25 0.16 -0.5653
H 1.37876 1.19877 -5.85054 -0.07 0.09 0.01 0.4018
H 3.23752 -1.00126 -3.29546 -0.02 -0.01 0.06 0.4201
H 3.00836 0.42628 -4.30817 0.01 0.02 0.02 0.5392
H 2.39714 0.41463 -2.64973 0.01 0.16 0.15 -0.1471
H -5.83474 2.35090 -1.07034 0.01 0.00 0.03 0.3723
H -4.38464 2.95561 -0.27195 0.02 0.06 0.05 0.2008
H -4.98729 3.75738 -1.72695 -0.05 -0.01 -0.03 0.4833
H -5.72973 0.98258 -3.09575 -0.02 0.02 -0.01 0.3668
H -4.98971 2.32696 -3.97561 -0.02 0.01 -0.01 0.4531
H -4.20804 0.73780 -3.95763 -0.01 0.01 -0.03 0.3977
H -2.03354 2.66578 -1.78633 0.26 0.17 0.21 0.2200
H -2.29694 2.13141 -3.45191 0.13 -0.09 0.00 0.1546
H -3.00242 3.63921 -2.87930 0.01 0.02 -0.01 0.5177
F -2.54981 5.05105 -0.04458 0.03 -0.11 0.06 -0.2015
C -1.98665 4.55334 1.04921 -0.32 0.18 -0.17 0.4282
F -2.90554 3.86459 1.71899 0.21 -0.04 -0.08 -0.1545
F -1.55477 5.54971 1.80434 0.07 -0.09 -0.02 -0.2158
S -0.50874 3.48253 0.60032 -0.30 0.61 0.31 1.3422
O -1.02290 2.08935 0.57186 -0.21 0.08 0.29 -0.7762
O 0.46728 3.76223 1.59508 0.13 -0.03 0.11 -0.7445
N -0.23876 4.02598 -0.82533 0.08 -0.17 -0.49 -0.5006
S 0.53399 3.09698 -1.87980 0.30 0.09 0.42 0.0392
O 0.83361 1.41786 -5.08653 0.08 0.13 0.06 -0.5540
O 0.38300 1.65062 -1.44441 0.15 -0.12 -1.10 -0.1196
C 2.30850 3.41916 -1.22936 0.41 -0.14 -0.01 0.9609
F 3.24787 3.16335 -2.14854 -0.44 -0.11 -0.12 -0.2818
F 2.51622 2.62061 -0.19244 -0.30 0.18 -0.05 -0.0292
F 2.44382 4.67938 -0.84816 -0.19 0.01 -0.10 -0.2326
C 5.03857 -1.52588 2.58351 0.25 0.06 -0.05 -0.9413
N 3.75678 -1.59413 1.91751 -0.06 -0.14 -0.06 -0.2338
N 3.10764 -0.46521 1.46392 -0.04 0.10 0.18 1.6617
C 1.95394 -0.84348 0.84246 -0.31 -0.40 -0.02 -0.3410
O 1.14417 -0.01132 0.33213 0.47 0.70 0.05 -0.0703
C 1.90953 -2.25107 0.90898 0.01 -0.05 -0.04 0.6766
C 3.03733 -2.67379 1.57341 -0.11 0.23 -0.09 0.2062
C 3.47171 -4.05435 1.90961 0.04 -0.01 0.10 -2.0626
C 3.82346 0.77138 1.39130 0.24 0.02 -0.04 -0.9579
C 4.66775 0.97131 0.30746 0.06 -0.06 0.03 0.3206
C 5.44681 2.11455 0.25474 0.03 -0.08 0.02 -0.8809
C 5.38479 3.03999 1.28757 0.01 0.09 -0.03 -0.6439
C 4.52896 2.83882 2.36036 -0.01 -0.04 0.00 -0.9043
C 3.74407 1.69668 2.41786 -0.13 -0.01 -0.01 0.0063
H 5.10602 -0.60559 3.15648 -0.03 -0.01 0.03 0.3556
H 5.85950 -1.54927 1.86432 -0.01 0.02 0.02 0.3074
H 5.13543 -2.36836 3.26309 -0.10 -0.02 -0.02 0.4146
H 1.13800 -2.86689 0.49202 -0.01 -0.05 0.01 0.1939
H 2.82451 -4.77443 1.41602 -0.01 0.01 -0.02 0.3899
H 3.41306 -4.22902 2.98531 0.02 -0.01 0.01 0.3981
H 4.49880 -4.23279 1.59108 0.00 -0.03 0.00 0.4535
H 4.69915 0.24391 -0.49486 -0.01 -0.04 0.02 0.5208
H 6.10002 2.27799 -0.59155 0.02 0.03 0.01 0.4587
H 6.00013 3.92868 1.24745 0.00 0.01 0.01 0.4454
H 4.47157 3.56323 3.16094 0.00 0.03 -0.02 0.4634
H 3.06110 1.53686 3.24108 0.04 -0.05 -0.01 0.4777


No. 2
43
Properties=species:S:1:pos:R:3:forces:R:3:nbo_charge:R:1 method="wB97M-V/def2-TZVPD" relative_energy_kcal_mol=73.11 homo_lumo_gap_ev=8.9 homo_ev=-5.82 charge=-1 lumo_ev=3.0562
C 1.51555 0.76148 -0.17052 2.53 -1.25 -3.64 -0.4304
N 2.44018 -0.45648 -0.14657 -3.05 -0.67 -0.23 -0.4317
C 3.09643 -0.72618 -1.43124 -2.42 -0.57 -1.02 -0.4128
C 0.15101 -1.89342 -0.43680 1.00 -0.77 -1.31 -0.6645
C 1.55514 -1.65447 0.21064 0.83 -0.06 0.97 -0.0721
C 1.37392 -1.59845 1.75843 1.28 1.25 -2.03 -0.0613
O 0.61812 -0.51734 2.20704 -0.24 0.83 0.84 -0.7824
H 0.59117 0.67709 -0.77008 0.17 -0.29 0.61 0.1941
H 2.12740 1.38937 -0.81613 -0.20 1.04 0.47 0.1939
H 1.38222 1.11597 0.78894 -0.42 0.91 1.59 0.2049
H 2.34246 -1.03582 -2.25237 0.85 0.92 0.81 0.1663
H 3.69073 0.09995 -1.77358 0.15 0.51 -0.09 0.1978
H 3.70767 -1.60537 -1.39445 0.68 -0.44 0.60 0.1850
H -0.31840 -0.98070 -0.76385 -0.56 0.15 0.31 0.2278
H 0.20854 -2.53263 -1.34289 0.43 0.51 0.09 0.2020
H -0.50512 -2.53360 0.15751 0.05 0.65 0.59 0.2207
H 2.22421 -2.47803 -0.09498 -0.48 -0.20 0.68 0.1891
H 1.05476 -2.48701 2.16561 -1.53 -2.40 0.59 0.1444
H 2.34798 -1.49584 2.19371 0.77 0.27 0.01 0.1751
H -2.74322 -0.38765 1.96341 1.74 1.10 -1.23 0.4666
H -0.08863 -0.17555 1.63180 -0.21 -0.80 0.03 0.5211
O -2.04068 0.07770 1.39869 -0.77 -0.98 1.26 -1.0725
H 2.92125 1.12468 2.08119 -0.77 1.50 -1.96 0.4673
H 2.58120 0.17934 3.08389 -2.80 -1.58 1.54 0.4661
O 3.30570 0.57982 2.71431 3.79 0.39 0.70 -0.9300
H -1.82569 1.67556 1.78824 -0.39 1.08 1.21 0.5104
H -1.43369 1.94936 3.18342 0.46 -0.21 1.00 0.4618
O -1.78694 2.45584 2.46751 -0.12 -0.58 -1.90 -1.0112
H -0.53182 3.40518 1.27288 -0.32 -0.12 0.17 0.5018
H -0.15200 4.04725 -0.10583 0.07 -0.45 0.62 0.4631
O 0.20061 3.56631 0.66396 0.25 0.51 -0.67 -0.9768
H -3.38852 -1.22444 -1.10367 -0.07 -0.91 -0.98 0.5087
H -2.90981 -2.72357 -1.06542 -0.26 0.35 -0.40 0.4433
O -3.37024 -2.09972 -1.65405 0.31 0.61 1.30 -1.0089
H -4.32438 0.34694 -0.08526 -3.19 0.28 1.35 0.4509
H -2.59268 0.28623 0.47893 -0.59 -0.46 0.23 0.4993
O -3.50441 0.32934 -0.46632 3.14 -0.21 -1.98 -1.1641
H -2.55289 2.23754 -2.59929 -0.58 1.05 -0.42 0.4612
H -2.62874 1.03436 -1.67047 -0.05 0.05 -0.10 0.5235
O -2.05602 1.48270 -2.35134 0.60 -0.95 0.54 -1.0094
H -0.60416 0.63728 -3.08112 0.34 -0.91 -0.63 0.5096
H -0.04520 -0.84537 -3.04383 -0.15 1.55 -0.92 0.4627
O -0.03301 -0.00766 -3.59005 -0.26 -0.70 1.41 -0.9901


No. 3
20
Properties=species:S:1:pos:R:3:forces:R:3:nbo_charge:R:1 method="wB97M-V/def2-TZVPD" relative_energy_kcal_mol=117.58 homo_lumo_gap_ev="5.7 / 6.2" homo_ev="-13.26 / -13.53" charge=+1 lumo_ev="-7.5817 / -7.3670"
C -0.08082 2.65558 0.57516 -1.43 1.01 2.86 0.0031
C -0.80251 -0.99076 -0.33871 1.46 0.48 0.82 -0.4529
C 0.38465 -0.44851 -1.11219 -0.88 1.75 -0.24 -0.2210
C -0.48425 -0.88732 1.14178 -1.09 -1.26 1.16 -0.3959
C 0.28844 1.09336 -1.29267 0.05 0.13 -1.75 -0.2829
C 0.87249 -1.52554 1.57861 -0.15 -1.86 -5.39 -0.5692
N 0.58625 1.92936 -0.17564 0.48 -1.26 -0.35 -0.3845
S 2.21250 -0.51978 0.91858 -0.84 -0.40 -0.64 0.5142
H 0.51322 3.10095 1.43059 -0.63 -0.16 -1.01 0.1973
H -1.23267 2.84984 0.75576 1.92 -0.52 -1.31 0.1893
H -1.60911 -0.37222 -0.67554 -0.67 0.67 0.46 0.2562
H -1.20617 -1.95948 -0.48973 0.60 -1.30 -0.88 0.2479
H 1.42091 -0.75256 -0.60601 0.63 0.12 0.53 0.1567
H 0.51835 -0.87410 -2.08554 0.41 -0.49 -0.60 0.2766
H -0.59626 0.11349 1.51216 0.31 0.48 0.26 0.2271
H -1.22093 -1.50017 1.69280 0.09 0.38 -0.15 0.2457
H 0.90781 1.52035 -2.13644 -0.18 -0.97 0.89 0.2510
H -0.72095 1.14310 -1.74283 -0.12 0.44 0.47 0.2287
H 0.90994 -1.46646 2.57568 0.35 0.19 4.01 0.2597
H 0.98761 -2.66175 1.21529 -0.31 2.57 0.87 0.2529


no.,largest force on an atom (eV Å⁻¹)
1,1.119
2,4.608
3,5.701